[1]
C15H21ClN2O4S in the gas phase in a non-equilibrium geometry, computed with ωB97M-V with the def2-TZVPD basis set.

Its SMILES is COc1ccc(S(=O)(=O)N(C)CC(=O)NC2CCCC2)cc1Cl. Its HOMO energy is -9.1 eV. The HOMO-LUMO gap comes out at 9.7 eV. Its max |F| is 1.1 eV/A.

Each line ends with the natural charge from an NBO analysis.
Positions of all 44 atoms, in Å:
C: 4.23796 -2.31457 -2.06918  -0.25
H: 4.88809 -3.16179 -1.85231  0.20
O: 3.75093 -1.90579 -0.80666  -0.48
C: 2.90324 -0.87371 -0.63903  0.30
C: 2.55521 -0.66236 0.70606  -0.23
C: 1.69503 0.33831 1.09886  -0.20
C: 1.15173 1.16808 0.13494  -0.27
C: 1.47784 0.99842 -1.19299  -0.21
C: 2.34034 -0.01478 -1.59266  -0.12
Cl: 2.63073 -0.11235 -3.30144  0.01
H: 1.04982 1.66255 -1.92722  0.25
S: 0.04999 2.51891 0.54326  2.32
O: -1.14748 2.36659 -0.24712  -0.96
O: 0.78828 3.73774 0.39601  -0.93
N: -0.29133 2.26061 2.15122  -0.69
C: 0.18250 3.23852 3.10359  -0.41
H: 1.01710 3.76084 2.64387  0.24
H: -0.59148 3.96861 3.35982  0.19
H: 0.51833 2.73225 4.01007  0.20
C: -1.55037 1.60582 2.45181  -0.31
H: -2.38217 2.11033 1.94526  0.21
H: -1.70171 1.64475 3.53195  0.24
C: -1.50877 0.12335 2.04700  0.67
O: -1.16185 -0.74336 2.82501  -0.63
N: -1.93018 -0.10379 0.79606  -0.63
H: -2.03325 0.68956 0.17412  0.43
C: -2.02958 -1.42689 0.21520  -0.06
C: -3.30388 -1.52737 -0.63652  -0.42
H: -4.05795 -0.83050 -0.27415  0.21
H: -3.71729 -2.53252 -0.56444  0.21
C: -2.87838 -1.21655 -2.08487  -0.41
H: -3.07992 -2.07407 -2.72714  0.20
H: -3.42163 -0.36471 -2.48994  0.21
C: -1.37031 -0.93923 -2.03030  -0.42
H: -0.85873 -1.26756 -2.93381  0.22
H: -1.18475 0.12798 -1.90249  0.20
C: -0.90453 -1.69291 -0.78857  -0.40
H: 0.06144 -1.36029 -0.41612  0.22
H: -0.85369 -2.76337 -0.99220  0.20
H: -2.01483 -2.12890 1.05237  0.24
H: 1.43317 0.46505 2.13580  0.25
H: 2.99072 -1.33319 1.42919  0.24
H: 4.82025 -1.52877 -2.55343  0.19
H: 3.43136 -2.63891 -2.72890  0.19

[2]
C36H28IN9O3S2Ti as an isolated structure, computed with ωB97M-V with the def2-TZVPD basis set.

Its HOMO energy (spin up / spin down) is -4.1 / -4.1 eV. The spin multiplicity is 2. The HOMO-LUMO gap (spin up / spin down) comes out at 5.6 / 4.7 eV. Its total charge is -1. The expectation value of S² is 0.79. Its max |F| is 0.8 eV/A.

Each line ends with the Mulliken charge.
Positions of all 80 atoms, in Å:
Ti: 0.40474 1.08056 0.25590  -0.31
C: -5.77777 -0.83091 0.75299  -1.78
C: -4.41952 -0.67372 0.13288  0.36
C: -3.53968 -1.74605 0.02324  -1.11
C: -2.26654 -1.55082 -0.47026  0.04
C: -1.80360 -0.29975 -0.89397  -0.31
N: -0.44062 -0.08977 -1.19380  1.87
C: 0.16134 -0.79885 -2.20412  1.20
C: -0.51661 -1.78636 -2.94576  -0.81
C: 0.09639 -2.55375 -3.91265  -1.38
C: 1.43215 -2.36391 -4.23939  0.25
C: 2.11324 -3.17637 -5.30352  -1.58
C: 2.09212 -1.33538 -3.59035  -0.54
C: 1.49491 -0.55219 -2.60673  0.37
N: 2.25957 0.55066 -2.11530  0.09
C: 3.55638 0.82284 -2.36888  0.06
C: 3.82257 2.09975 -1.94004  -1.65
C: 2.61610 2.54895 -1.40426  -0.26
N: 1.67920 1.61268 -1.50315  0.24
C: -2.71678 0.76593 -0.84622  -0.20
C: -3.98824 0.56571 -0.30665  -0.46
N: -2.39635 2.07001 -1.29424  0.36
C: -3.25811 3.08432 -1.56453  0.00
C: -2.51392 4.16592 -1.94230  -1.43
C: -1.18130 3.72205 -1.86372  -0.36
N: -1.11699 2.46451 -1.48518  -0.01
H: -6.00194 -1.87912 0.94998  0.39
H: -5.84093 -0.29190 1.70049  0.32
H: -6.56174 -0.43836 0.10311  0.37
H: -3.83829 -2.73224 0.35857  0.34
H: -1.57382 -2.38235 -0.49929  0.65
H: -1.56474 -1.95285 -2.75088  0.53
H: -0.48538 -3.30864 -4.42956  0.37
H: 1.67600 -4.17267 -5.37619  0.40
H: 2.02242 -2.70759 -6.28666  0.28
H: 3.17686 -3.29633 -5.09546  0.38
H: 3.10640 -1.11543 -3.88947  0.31
H: 4.19323 0.10608 -2.85211  0.40
H: 4.75986 2.62369 -1.97172  0.45
H: 2.36025 3.48957 -0.94092  0.56
H: -4.64375 1.41630 -0.18524  0.45
H: -4.32259 2.96006 -1.49422  0.44
H: -2.87875 5.14000 -2.21342  0.42
H: -0.27014 4.26577 -2.04044  0.69
S: 0.89934 4.91083 0.46224  -0.43
C: 1.92008 4.12965 1.53666  0.67
S: 2.01518 2.37068 1.65133  -0.13
C: 2.84547 4.79817 2.34878  0.27
C: 3.78009 4.13503 3.18814  0.11
N: 4.56820 3.64279 3.87429  -0.62
C: 2.93288 6.21592 2.35558  -0.14
N: 3.01154 7.36673 2.39758  -0.63
O: -2.75140 2.43066 2.42360  -0.75
C: -1.82899 1.76230 2.02159  -0.11
O: -0.92082 2.10854 1.16031  -0.36
C: -1.61380 0.33524 2.46540  0.24
C: -2.39217 -0.27844 3.43347  -0.74
C: -2.10030 -1.58760 3.74710  -1.26
C: -1.05897 -2.24900 3.08346  1.59
C: -0.71803 -3.61278 3.38754  -1.17
C: 0.32923 -4.24434 2.72162  -0.81
C: 1.04801 -3.60313 1.75209  -0.89
C: 0.76911 -2.20579 1.32167  1.85
C: -0.33560 -1.55074 2.09939  -0.88
N: -0.62355 -0.27648 1.82289  1.57
H: -3.18306 0.28693 3.90391  0.62
H: -2.66840 -2.11487 4.50388  0.44
H: -1.28720 -4.12486 4.15156  0.42
H: 0.57815 -5.26685 2.97829  0.41
H: 1.84996 -4.10940 1.23305  0.50
H: 0.48198 -2.22137 0.25945  -0.64
N: 3.05499 -2.01275 0.47450  -0.50
C: 2.05392 -1.31088 1.27791  -0.15
O: 1.71444 -0.16424 0.59124  -0.38
C: 2.48887 -1.00059 2.71112  -1.49
I: 4.43960 -0.19345 2.91950  0.04
H: 3.53519 -1.29035 -0.05429  0.36
H: 3.76357 -2.42122 1.07725  0.38
H: 2.47384 -1.91211 3.30822  0.66
H: 1.82305 -0.26231 3.15310  0.53

[3]
An isolated ion of composition C6H14N3 and charge +1 in a non-equilibrium geometry, computed with ωB97M-V with the def2-TZVPD basis set.

Its SMILES is [H]/N=N/[C@@H](C=C)[N+](C)(C)C. Its HOMO energy is -13.8 eV. The HOMO-LUMO gap comes out at 10.2 eV. Its total charge is +1. Its max |F| is 3.5 eV/A.

Each line ends with the natural charge from an NBO analysis.
Positions of all 23 atoms, in Å:
C: -1.72579 -2.25599 0.48933  -0.31
C: -1.32157 -1.29067 -0.31128  -0.27
C: 1.16401 1.35824 0.90981  -0.42
C: 1.37391 -0.92976 0.43877  -0.45
C: 1.06796 0.69082 -1.46117  -0.45
C: -0.81854 0.09044 0.10086  0.02
N: -2.10977 1.85470 0.20428  -0.24
N: -1.49934 1.16025 -0.59842  -0.15
N: 0.65463 0.29255 -0.05710  -0.23
H: -2.03252 -3.28737 0.04868  0.24
H: -1.89367 -2.12001 1.53232  0.21
H: -1.46451 -1.47644 -1.39458  0.23
H: 0.66899 2.34530 0.66474  0.25
H: 1.10732 0.89383 1.90207  0.24
H: 2.25301 1.60576 0.71061  0.25
H: 1.36631 -1.63511 -0.43205  0.24
H: 2.48217 -0.74337 0.80181  0.27
H: 0.65479 -1.46593 1.09549  0.25
H: 0.58548 -0.06641 -2.12497  0.24
H: 0.58422 1.68450 -1.71135  0.26
H: 2.26851 0.62598 -1.71285  0.27
H: -0.80082 0.08159 1.21278  0.22
H: -2.56478 2.58708 -0.30778  0.34

[4]
C3H6FNO2S as an isolated structure in a non-equilibrium geometry, computed with ωB97M-V with the def2-TZVPD basis set.

Its HOMO energy (spin up / spin down) is -7.7 / -10.9 eV. The spin multiplicity is 3. The HOMO-LUMO gap (spin up / spin down) comes out at 7.7 / 6.9 eV. The expectation value of S² is 2.01. Its max |F| is 6.5 eV/A.

Each line ends with the natural charge from an NBO analysis.
Positions of all 14 atoms, in Å:
C: 0.30944 -1.19444 0.37486  0.51
C: -0.22923 0.83730 1.08840  -0.46
C: 1.39116 0.76794 -0.76155  -0.39
N: 0.44033 0.03762 0.04747  -0.48
O: -2.18375 -0.37068 -0.85984  -0.86
O: -2.43357 -2.21258 0.73957  -0.83
F: 1.14779 -2.22346 -0.85662  -0.50
S: -1.76470 -1.72661 -0.40878  1.62
H: -1.24771 0.91595 0.64715  0.25
H: -0.30573 0.32669 2.03235  0.24
H: 0.02854 1.91039 0.98714  0.24
H: 0.83070 1.24588 -1.45327  0.22
H: 1.97479 1.41393 -0.21558  0.21
H: 2.04194 0.27206 -1.36129  0.24

[5]
A 2-piece molecular cluster, C6H14N2 overall, computed with ωB97M-V with the def2-TZVPD basis set.

Its SMILES is C=CN=C.CCCN. Its HOMO energy is -9.3 eV. The HOMO-LUMO gap comes out at 10.3 eV. Its max |F| is 0.8 eV/A.

Each line ends with the natural charge from an NBO analysis.
Positions of all 22 atoms, in Å:
C: -0.16281 0.18559 -2.05863  -0.03
C: 1.12970 0.47836 -2.12767  -0.46
C: -1.40714 2.03257 -2.59402  -0.04
N: -1.16431 0.81672 -2.82640  -0.40
H: -0.54715 -0.56572 -1.37945  0.20
H: 1.45175 1.30069 -2.75553  0.20
H: 1.86627 -0.09583 -1.58739  0.21
H: -2.19275 2.53432 -3.15192  0.17
H: -0.83492 2.59674 -1.85453  0.15
C: 0.53981 -0.12294 2.41156  -0.21
C: 0.08159 -1.40841 1.74889  -0.40
C: 1.19358 -2.16933 1.04180  -0.61
N: -0.58028 0.47980 3.15825  -0.83
H: 0.77900 0.59936 1.62464  0.19
H: 1.42704 -0.29006 3.02996  0.16
H: -0.73241 -1.17356 1.06471  0.20
H: -0.33347 -2.06835 2.51662  0.19
H: 2.01047 -2.39260 1.73595  0.20
H: 1.66586 -1.60231 0.23812  0.20
H: 0.83321 -3.13298 0.68655  0.21
H: -0.28156 1.37585 3.52952  0.35
H: -0.79056 -0.09525 3.96865  0.35

[6]
C6H10N2 in the gas phase in a non-equilibrium geometry, computed with ωB97M-V with the def2-TZVPD basis set.

Its HOMO energy is -7.8 eV. The HOMO-LUMO gap comes out at 5.3 eV. Its max |F| is 7.4 eV/A.

Each line ends with the natural charge from an NBO analysis.
Positions of all 18 atoms, in Å:
C: 1.00940 -1.08645 1.54776  -0.62
C: -0.11251 -0.05485 1.46824  -0.44
C: -1.09862 -0.10664 0.34167  -0.36
C: -0.43905 0.78038 -0.72458  0.10
C: 0.71645 0.05857 -1.22914  0.00
N: 0.30863 -1.29327 -1.70056  -0.21
C: -0.60433 -0.09413 -2.04985  -0.02
N: -0.29419 2.21364 -0.64695  -0.79
H: 1.15456 -1.40181 2.59757  0.22
H: 0.78564 -1.92933 0.85767  0.21
H: 1.99683 -0.63139 1.18989  0.21
H: -0.53601 -0.10805 2.44679  0.21
H: 0.27827 0.96213 1.33349  0.24
H: -2.15713 0.28555 0.52129  0.24
H: -1.01607 -1.14318 -0.00967  0.22
H: 1.51823 0.65035 -1.59081  0.25
H: -0.63811 0.33552 -3.03669  0.23
H: -0.87198 2.56296 -1.31613  0.32

[7]
C3H4N2O in the gas phase in a non-equilibrium geometry, computed with ωB97M-V with the def2-TZVPD basis set.

Its SMILES is [H]/N=C/C=N\C=O. Its HOMO energy is -10.2 eV. The HOMO-LUMO gap comes out at 9.3 eV. Its max |F| is 4.3 eV/A.

Each line ends with the natural charge from an NBO analysis.
Positions of all 10 atoms, in Å:
C: -0.40229 -1.12593 0.12962  0.04
C: -0.82461 0.35035 0.18519  0.11
C: 1.16529 1.68139 -0.11591  0.52
N: -1.18512 -2.21024 0.16937  -0.52
N: -0.20555 1.46306 0.01671  -0.41
O: 1.80517 2.26334 0.68618  -0.51
H: 0.60412 -1.29270 -0.01328  0.16
H: -1.95322 0.48268 0.24198  0.19
H: 1.50636 1.33707 -1.17923  0.10
H: -0.51015 -2.94902 -0.12063  0.34

[8]
A 2-piece molecular cluster, C4H15N2O2 overall in a non-equilibrium geometry, computed with ωB97M-V with the def2-TZVPD basis set.

Its HOMO energy is -14.3 eV. The HOMO-LUMO gap comes out at 11.3 eV. Its total charge is +1. Its max |F| is 1.9 eV/A.

Each line ends with the natural charge from an NBO analysis.
Positions of all 23 atoms, in Å:
N: -0.49941 -1.56568 1.19350  -0.67
C: -0.08959 -0.13765 1.00145  -0.09
C: -0.72404 0.38802 -0.33357  0.08
C: -1.69505 1.54446 -0.24216  -0.64
O: -1.36226 -0.71843 -0.98758  -0.75
C: 1.42326 0.09976 1.11560  -0.25
N: 2.02941 -0.98417 1.90543  -0.86
H: -0.80469 -1.72311 2.14966  0.44
H: -1.29980 -1.73115 0.56424  0.47
H: 0.30585 -2.14102 0.95596  0.45
H: -0.59395 0.46582 1.73701  0.22
H: 0.06384 0.86841 -0.88104  0.20
H: -2.74644 1.41208 -0.01940  0.24
H: -1.22997 2.24880 0.46339  0.21
H: -1.72048 2.12087 -1.12163  0.24
H: -0.87387 -0.85395 -1.80793  0.52
H: 1.54199 1.08362 1.55119  0.23
H: 1.89887 0.29403 0.14688  0.20
H: 2.77707 -0.66646 2.49726  0.40
H: 2.50675 -1.53091 1.18937  0.36
H: -0.02165 0.16057 -4.28474  0.49
H: 0.91298 1.00662 -3.42286  0.49
O: 0.20116 0.35947 -3.37002  -0.97

> Look up the max |F| of the seventh one.

4.3 eV/A

> Which value of max |F| does entry 5 give?

0.8 eV/A

> What is the max |F| in the fourth record?

6.5 eV/A